{
  "formula": "C3H7O3",
  "method": "ωB97M-V/def2-TZVPD",
  "species": ["C", "O", "H", "H", "H", "H", "C", "C", "O", "O", "H", "H", "H"],
  "positions_angstrom": [[-1.7813, -0.8779, 1.1922], [-1.2378, 0.2834, 1.7809], [-0.4210, 0.4972, 1.2847], [-1.0747, -1.7150, 1.1574], [-2.6339, -1.1377, 1.8246], [-2.0345, -0.7204, 0.1354], [1.4100, 1.1164, -1.3322], [1.3286, -0.2992, -0.7200], [1.0505, -0.3103, 0.5164], [1.4841, -1.2721, -1.4723], [2.0246, 1.8064, -0.7546], [0.3909, 1.5302, -1.2023], [1.4945, 1.0991, -2.4102]],
  "atomic_forces_ev_per_a": [[0.421, -0.001, 0.046], [-0.094, 0.345, -0.103], [0.220, -0.537, 0.135], [0.086, 0.103, 0.306], [-0.194, -0.150, -0.414], [-0.461, 0.086, 0.160], [-1.701, 0.138, 0.281], [-0.043, 0.222, 0.409], [0.177, 0.066, -0.283], [0.097, -0.079, -0.135], [0.435, -0.170, -0.363], [0.183, -0.097, 0.168], [0.875, 0.075, -0.207]],
  "orbital_gap_ha": 0.3141,
  "charge": -1,
  "energy_ev": -9368.3472,
  "homo_ev": -4.37,
  "lumo_ev": 4.1739,
  "multiplicity": 1,
  "de_lowest_ev": 0.8111
}